# C8H4

One molecule with the formula C8H4 (ωB97M-V/def2-TZVPD, the OMol25 dataset).

XYZ file:
```
12
Properties=species:S:1:pos:R:3
C 0.8919 -3.3515 2.3354
C 0.2767 3.0070 -0.9932
C -0.0079 -1.7593 0.4600
C 0.3065 2.0893 0.5256
C 0.3470 -2.7306 1.4678
C 0.3788 3.7269 -2.1344
C 0.2515 -0.4720 0.6039
C 0.2764 0.7873 0.5419
H 1.4210 -3.9813 3.0354
H -0.4377 2.3003 -1.3836
H -0.4456 -2.1266 -0.3909
H 0.5835 2.8480 1.2163
```

Output
Relative energy (zero: lowest compared OMol25 entry of this formula, charge and spin): 4.792 eV
HOMO energy: -0.33472 hartree
LUMO: -1.06 eV
Kohn-Sham gap: 8.04 eV

The molecule's Löwdin atomic charges, reported in e, are given here: atom 1 (C): 0.1230, atom 2 (C): -0.2173, atom 3 (C): -0.0855, atom 4 (C): -0.0071, atom 5 (C): -0.1237, atom 6 (C): 0.1228, atom 7 (C): 0.0120, atom 8 (C): -0.0563, atom 9 (H): 0.0416, atom 10 (H): 0.0381, atom 11 (H): 0.0825, atom 12 (H): 0.0700